Entry from OMol25: the molecule C21H26N2O5S (ωB97M-V with the def2-TZVPD basis set).

The calculation puts the energy above the lowest of the compared OMol25 structures with the same formula, charge and spin at 61.5 kcal per mole. Its SMILES is CC[C@H](Oc1ccccc1)C(=O)Nc1ccc(S(=O)(=O)NC[C@H]2CCCO2)cc1. The gap between HOMO and LUMO is 9.399 eV. The total charge is 0. Its HOMO energy is -8.816 eV. The LUMO energy is 0.6 eV.

The geometry in XYZ format:
```
55
Properties=species:S:1:pos:R:3:forces:R:3
C 6.439126 1.640299 -0.520346 -0.204 -0.105 -0.047
C 5.011968 1.510641 -1.035599 -0.047 0.062 0.298
C 3.994014 1.635475 0.100995 0.229 0.280 -0.584
O 4.035715 0.559948 1.025039 0.012 -0.073 0.206
C 3.705664 -0.709369 0.622666 0.012 -0.353 0.072
C 4.038202 -1.719272 1.525037 0.012 0.246 -0.039
C 3.722550 -3.033649 1.248967 0.000 0.016 0.003
C 3.075567 -3.363140 0.068490 -0.066 -0.113 -0.097
C 2.743852 -2.362830 -0.826237 0.050 -0.107 0.040
C 3.048655 -1.038267 -0.557027 0.053 0.294 0.001
C 2.569283 1.904004 -0.419180 0.204 -0.024 0.419
O 2.349132 2.350698 -1.521596 -0.038 0.029 -0.181
N 1.633814 1.617007 0.525621 0.026 -0.046 0.477
C 0.244832 1.593847 0.411940 -0.346 0.080 -0.254
C -0.415386 1.952851 -0.761559 0.128 0.067 -0.073
C -1.792868 1.836131 -0.828731 -0.110 -0.012 0.010
C -2.500039 1.386423 0.267619 -0.619 -0.069 -0.230
S -4.260520 1.137501 0.152041 -0.146 -0.415 0.219
O -4.945408 1.882986 1.166389 0.112 -0.091 0.219
O -4.654659 1.308055 -1.219910 0.334 -0.076 0.055
N -4.382968 -0.459511 0.600639 0.027 0.875 -0.074
C -4.065819 -1.476287 -0.367094 0.584 -0.466 -0.039
C -2.999397 -2.449154 0.179232 -0.399 -0.110 -0.178
C -2.612997 -3.512624 -0.854336 0.017 0.149 0.233
C -1.514461 -2.805199 -1.649632 -0.016 0.112 0.103
C -0.928978 -1.809831 -0.634329 0.426 0.044 -0.183
O -1.791865 -1.786791 0.493387 -0.224 -0.021 0.185
C -1.860651 1.062193 1.448361 0.241 0.091 0.108
C -0.487167 1.163037 1.520943 -0.138 0.072 -0.055
H 6.635410 0.887060 0.239658 0.107 -0.042 0.074
H 7.146209 1.502198 -1.333958 0.115 0.004 -0.021
H 6.603197 2.622772 -0.083186 0.071 0.099 0.061
H 4.890272 0.545421 -1.528933 -0.077 0.071 -0.085
H 4.791085 2.292903 -1.762659 -0.046 -0.094 -0.007
H 4.266091 2.506561 0.715346 -0.069 -0.122 -0.127
H 4.544561 -1.445385 2.437475 0.063 0.035 0.105
H 3.986603 -3.805122 1.956494 0.025 -0.058 0.068
H 2.833350 -4.391671 -0.150761 -0.021 -0.091 -0.022
H 2.241663 -2.605090 -1.751315 -0.049 -0.022 -0.078
H 2.766073 -0.282233 -1.272437 0.007 0.029 -0.097
H 1.995458 1.268715 1.406304 0.027 0.028 -0.249
H 0.151277 2.299107 -1.609926 -0.017 0.008 -0.002
H -2.332509 2.080777 -1.730129 0.013 0.034 -0.139
H -5.118255 -0.653392 1.256584 -0.197 0.245 0.150
H -3.679749 -0.952702 -1.243611 -0.020 -0.245 -0.185
H -4.954698 -2.043998 -0.664824 0.056 0.116 -0.036
H -3.369883 -2.878462 1.115838 -0.005 -0.023 -0.083
H -2.209826 -4.387821 -0.344652 -0.060 -0.024 0.003
H -3.453967 -3.817249 -1.472066 -0.055 -0.092 -0.039
H -1.939669 -2.276088 -2.501546 0.030 -0.014 -0.064
H -0.760591 -3.498569 -2.015792 0.008 -0.001 -0.080
H 0.059472 -2.115876 -0.275396 -0.104 0.069 -0.082
H -0.845153 -0.803282 -1.059393 0.015 -0.078 0.043
H -2.444958 0.719948 2.285634 0.024 -0.123 0.163
H 0.030342 0.890873 2.429136 0.044 -0.046 0.115
```
Positions in Å, forces in eV/Å.


Entry from OMol25: the molecule C21H26N2O6S in a non-equilibrium geometry (ωB97M-V with the def2-TZVPD basis set).

The calculation puts the energy above the lowest of the compared OMol25 structures with the same formula, charge and spin at 46.1 kcal per mole. Its SMILES is CCOc1ccc(S(=O)(=O)N(C)c2ccc(OCC(=O)N3CCOCC3)cc2)cc1. The gap between HOMO and LUMO is 8.754 eV. The total charge is 0. Its HOMO energy is -8.144 eV. The LUMO energy is 0.6 eV.

The geometry in XYZ format:
```
56
Properties=species:S:1:pos:R:3:forces:R:3
C -7.692634 -2.824167 -0.259802 0.368 0.259 0.085
C -6.424931 -2.247951 0.350254 -0.187 -0.337 0.154
O -6.055122 -1.116667 -0.420215 -0.019 0.143 -0.162
C -4.956270 -0.411249 -0.079484 0.255 0.180 0.058
C -4.114539 -0.709946 0.991841 -0.273 -0.150 -0.070
C -3.012521 0.089648 1.243337 0.180 0.152 0.005
C -2.745042 1.175241 0.434593 0.522 0.258 0.278
S -1.349271 2.229215 0.802926 -0.130 0.055 -0.079
O -0.477246 1.549936 1.715988 -0.123 -0.199 -0.196
O -1.858394 3.517025 1.174772 -0.080 0.082 -0.299
N -0.586351 2.413816 -0.696884 -0.726 0.097 1.004
C -0.454036 3.761370 -1.199964 -0.098 0.411 0.042
C 0.377509 1.451764 -1.013480 0.570 -0.666 -0.293
C 0.079382 0.107270 -0.791138 0.266 -0.114 -0.180
C 1.015190 -0.870793 -1.045028 0.150 0.027 -0.084
C 2.275105 -0.537472 -1.540954 -0.201 0.139 0.031
O 3.143467 -1.583938 -1.720712 -0.239 0.001 -0.025
C 4.507571 -1.284186 -1.921283 0.175 0.110 -0.189
C 5.133388 -0.376178 -0.853757 -0.035 -0.180 -0.191
O 5.803148 0.584484 -1.190706 0.139 0.152 -0.299
N 4.920578 -0.689741 0.436570 -0.019 0.055 0.303
C 4.233223 -1.844506 0.973318 -0.333 -0.218 0.249
C 3.107421 -1.375610 1.907628 0.056 -0.269 -0.250
O 3.610793 -0.545292 2.925911 -0.026 -0.052 0.213
C 4.226352 0.597049 2.376275 0.343 0.101 -0.137
C 5.401722 0.199355 1.478609 -0.132 0.365 0.187
C 2.562685 0.793097 -1.808746 0.212 -0.371 -0.095
C 1.621659 1.774278 -1.544407 -0.437 0.156 0.179
C -3.574517 1.488024 -0.628601 -0.156 -0.070 -0.061
C -4.672368 0.697397 -0.887815 -0.029 -0.075 0.068
H -8.484193 -2.080412 -0.242113 -0.107 0.036 0.009
H -7.510720 -3.111777 -1.291479 -0.012 -0.064 -0.092
H -8.009740 -3.696720 0.303770 -0.046 -0.092 0.047
H -6.605402 -1.949530 1.391522 0.096 -0.015 -0.101
H -5.619783 -2.994627 0.330125 -0.040 0.127 0.045
H -4.308188 -1.554180 1.633578 -0.037 -0.076 0.036
H -2.343687 -0.122245 2.062805 0.041 -0.102 0.113
H -0.421682 3.738587 -2.289960 0.017 -0.030 0.031
H -1.328388 4.313651 -0.864852 0.109 0.142 -0.170
H 0.435621 4.269035 -0.815592 -0.012 0.008 -0.045
H -0.887820 -0.165012 -0.403426 -0.028 -0.147 -0.034
H 0.790527 -1.909795 -0.861288 -0.039 -0.136 0.033
H 4.670883 -0.798223 -2.891420 0.011 -0.030 0.213
H 5.020443 -2.251189 -1.929090 -0.042 0.123 -0.013
H 3.822268 -2.464135 0.180877 0.055 0.013 0.060
H 4.955217 -2.430154 1.557745 -0.089 -0.003 -0.045
H 2.649843 -2.231191 2.406875 -0.013 0.009 -0.089
H 2.341930 -0.839286 1.326959 0.073 -0.064 0.053
H 4.572860 1.195698 3.219639 -0.008 0.033 -0.091
H 3.492503 1.173761 1.793311 0.065 -0.009 0.032
H 5.849402 1.071922 1.002614 -0.012 -0.097 0.100
H 6.157582 -0.323734 2.075368 -0.014 0.060 -0.021
H 3.519464 1.091224 -2.205343 0.128 0.009 -0.037
H 1.881535 2.800008 -1.748662 0.014 0.128 -0.012
H -3.349472 2.345579 -1.241633 -0.039 0.098 -0.164
H -5.336933 0.911498 -1.709397 -0.063 0.041 -0.103
```
Positions in Å, forces in eV/Å.